[1]
A 13-piece molecular cluster, C54H94F8O39 overall. Source: the Open Molecules 2025 dataset; level of theory: wB97M-V/def2-TZVPD.

E_LUMO   -0.1 eV
Highest occupied orbital energy   -9.060 eV
HOMO-LUMO gap   8.95 eV
Energy   -159106.14255 eV

The geometry in ORCA input format:
```
! wB97M-V def2-TZVPD RIJCOSX def2/J DEFGRID3
* xyz 0 1
C 3.431 -2.167 1.415
C 4.847 -1.982 0.887
O 4.653 -1.350 -0.367
C 3.311 -1.514 -0.737
O 2.913 -1.137 -1.818
O 2.640 -2.086 0.229
F 5.592 -3.115 0.705
H 3.168 -1.331 2.111
H 3.364 -3.145 1.873
H 5.472 -1.315 1.516
C 2.856 -0.387 -4.518
C 1.388 -0.144 -4.328
O 0.880 -1.374 -3.836
C 1.794 -2.300 -4.092
O 1.642 -3.474 -3.816
O 2.886 -1.790 -4.611
F 0.786 0.141 -5.527
H 3.426 -0.007 -3.671
H 3.190 0.069 -5.462
H 1.092 0.673 -3.668
C -4.452 -1.722 5.527
C -3.194 -0.941 5.051
O -2.940 -0.129 6.168
C -4.055 0.044 6.930
O -4.110 0.782 7.811
O -5.001 -0.826 6.470
F -3.562 -0.124 3.954
H -4.267 -2.699 5.966
H -5.125 -1.786 4.670
H -2.299 -1.552 4.827
C -3.742 -5.575 2.046
C -2.866 -5.132 3.223
O -3.749 -4.905 4.252
C -5.045 -5.123 3.781
O -5.974 -4.983 4.525
O -5.077 -5.512 2.518
F -2.253 -3.949 2.891
H -3.498 -6.606 1.749
H -3.527 -4.961 1.171
H -2.161 -5.834 3.596
C -0.241 -0.077 4.594
C 1.224 0.408 4.838
O 1.938 -0.813 4.505
C 1.170 -1.870 4.453
O 1.489 -3.071 4.403
O -0.066 -1.526 4.624
F 1.465 0.683 6.178
H -0.543 0.155 3.573
H -1.020 0.202 5.302
H 1.582 1.162 4.174
C 2.281 3.749 -1.693
C 2.557 3.864 -3.172
O 1.270 3.860 -3.755
C 0.452 3.222 -2.945
O -0.686 2.807 -3.203
O 1.011 3.035 -1.736
F 3.347 2.743 -3.526
H 2.171 4.755 -1.269
H 3.108 3.181 -1.238
H 3.077 4.738 -3.507
C 5.072 5.132 5.598
C 6.393 4.439 5.402
O 6.016 3.282 4.665
C 4.653 3.118 4.655
O 4.041 2.240 4.152
O 4.112 4.125 5.408
F 6.896 3.961 6.580
H 4.982 5.867 4.785
H 4.924 5.750 6.496
H 7.180 4.960 4.878
C -0.642 -5.322 -1.458
C -1.131 -5.526 -2.909
O -2.396 -4.937 -2.877
C -2.874 -4.817 -1.595
O -3.998 -4.535 -1.318
O -1.853 -5.007 -0.722
F -1.234 -6.795 -3.286
H 0.118 -4.526 -1.354
H -0.216 -6.195 -1.052
H -0.482 -5.000 -3.638
C -8.333 -1.322 -2.679
O -7.859 -2.632 -2.362
C -6.459 -2.710 -2.183
C -5.668 -2.492 -3.391
O -5.574 -1.053 -3.591
C -4.996 -0.862 -4.890
C -4.674 0.553 -5.244
O -5.892 1.235 -5.509
C -5.678 2.607 -5.687
H -7.947 -0.554 -1.915
H -9.443 -1.238 -2.790
H -7.847 -0.997 -3.587
H -6.216 -3.671 -1.764
H -6.187 -1.952 -1.436
H -6.210 -2.846 -4.313
H -4.684 -3.021 -3.309
H -5.607 -1.326 -5.640
H -4.088 -1.461 -4.967
H -4.069 0.469 -6.148
H -4.055 1.086 -4.526
H -5.076 2.890 -6.577
H -5.215 2.881 -4.744
H -6.685 3.073 -5.781
C 10.131 -4.479 -1.014
O 9.653 -3.836 -2.158
C 10.155 -2.515 -2.240
C 9.268 -1.699 -3.135
O 8.132 -1.437 -2.390
C 6.859 -1.421 -2.986
C 6.763 -0.659 -4.357
O 7.126 0.746 -4.221
C 7.514 1.202 -5.458
H 11.213 -4.473 -0.940
H 9.677 -5.515 -1.075
H 9.857 -3.986 -0.090
H 11.162 -2.540 -2.647
H 10.054 -2.015 -1.271
H 8.947 -2.349 -3.999
H 9.768 -0.785 -3.393
H 6.145 -0.967 -2.296
H 6.488 -2.453 -3.168
H 5.726 -0.761 -4.681
H 7.408 -1.139 -5.112
H 6.733 1.224 -6.173
H 8.272 0.594 -5.992
H 7.854 2.254 -5.462
C -1.779 2.707 3.965
O -0.399 2.873 3.683
C 0.215 4.076 4.189
C 0.648 5.100 3.128
O -0.626 5.569 2.614
C -0.935 5.214 1.248
C -0.556 6.275 0.283
O 0.905 6.349 0.087
C 1.253 7.515 -0.673
H -2.125 1.905 3.313
H -2.374 3.577 3.791
H -1.810 2.340 4.963
H 1.039 3.768 4.804
H -0.479 4.460 4.884
H 1.273 4.668 2.348
H 1.216 5.862 3.751
H -1.995 5.006 1.120
H -0.394 4.359 0.964
H -0.927 7.277 0.634
H -1.030 6.062 -0.723
H 0.925 7.512 -1.711
H 2.386 7.694 -0.706
H 0.746 8.401 -0.238
C -3.006 2.227 0.819
O -3.930 2.870 -0.081
C -4.274 2.016 -1.084
C -5.255 0.928 -0.641
O -4.544 -0.073 0.002
C -5.428 -0.753 0.903
C -4.898 -2.138 1.072
O -5.447 -2.991 2.021
C -6.617 -3.607 1.481
H -2.248 1.708 0.229
H -3.454 1.520 1.521
H -2.739 3.023 1.534
H -3.371 1.665 -1.563
H -4.731 2.679 -1.887
H -5.793 0.672 -1.589
H -6.015 1.406 0.016
H -6.487 -0.686 0.480
H -5.512 -0.201 1.829
H -3.852 -1.991 1.342
H -4.793 -2.642 0.105
H -7.327 -2.887 1.061
H -7.159 -4.137 2.194
H -6.335 -4.276 0.647
C -1.865 -0.811 -2.189
O -1.282 -0.282 -0.947
C -0.975 -1.366 -0.066
C -0.695 -0.855 1.373
O 0.573 -0.161 1.541
C 0.620 1.141 1.113
C 2.006 1.614 1.470
O 3.015 1.177 0.560
C 4.327 1.582 0.956
H -2.872 -1.250 -2.080
H -1.290 -1.551 -2.678
H -1.953 0.060 -2.806
H -0.140 -2.011 -0.420
H -1.917 -1.941 0.096
H -0.578 -1.729 2.001
H -1.538 -0.264 1.789
H -0.117 1.847 1.622
H 0.413 1.191 0.050
H 2.171 1.193 2.465
H 2.139 2.680 1.763
H 4.881 1.348 0.061
H 4.662 1.038 1.852
H 4.425 2.653 1.206
*
```

Löwdin population analysis, charges in e, atoms 1 to 6: C -0.02; C -0.30; O 0.09; C -0.49; O 0.16; O 0.10

=====

[2]
C55H114CdN6O9 as an isolated structure. Source: the Open Molecules 2025 dataset; level of theory: wB97M-V/def2-TZVPD.

E_LUMO   0.1 eV
Highest occupied orbital energy   -6.338 eV
HOMO-LUMO gap   6.44 eV
Energy   -90803.37633 eV

The geometry in ORCA input format:
```
! wB97M-V def2-TZVPD RIJCOSX def2/J DEFGRID3
* xyz 0 1
Cd 15.559 13.241 13.613
C 12.193 13.037 13.235
O 13.282 13.173 12.795
O 16.531 13.984 11.896
O 11.341 12.756 13.863
C 16.850 14.045 7.896
C 17.370 12.678 7.393
C 18.314 12.754 6.199
C 19.856 12.962 6.519
C 20.179 11.697 7.319
C 19.375 11.702 8.646
N 17.893 11.728 8.414
O 17.169 11.741 9.646
C 19.586 10.390 9.296
C 19.809 12.850 9.607
C 16.058 12.043 6.881
H 16.608 13.861 8.930
H 15.951 14.531 7.407
H 17.631 14.880 8.040
H 18.221 11.870 5.679
H 18.074 13.562 5.555
H 20.154 13.788 7.179
H 20.419 13.028 5.620
H 21.255 11.647 7.484
H 20.089 10.697 6.773
H 19.274 10.403 10.385
H 19.081 9.623 8.800
H 20.678 10.233 9.321
H 20.860 13.099 9.504
H 19.168 13.713 9.527
H 19.844 12.489 10.637
H 15.569 12.665 6.166
H 15.322 11.967 7.640
H 16.352 11.010 6.648
H 17.453 12.513 10.153
C 9.767 9.229 12.900
C 8.901 9.162 14.189
C 8.001 7.939 14.082
C 8.799 6.619 14.152
C 9.521 6.568 15.449
C 10.387 7.822 15.805
N 9.750 9.073 15.351
O 10.651 10.187 15.295
C 10.509 7.872 17.346
C 11.751 7.636 15.167
C 8.066 10.388 14.228
H 10.476 10.012 13.099
H 9.160 9.513 12.016
H 10.266 8.255 12.718
H 7.181 7.897 14.863
H 7.414 7.951 13.169
H 9.468 6.470 13.332
H 8.067 5.771 14.035
H 10.098 5.675 15.667
H 8.772 6.435 16.246
H 9.473 8.009 17.772
H 10.929 6.925 17.703
H 11.080 8.758 17.722
H 12.375 8.563 15.214
H 12.258 6.932 15.849
H 11.796 7.384 14.098
H 8.709 11.301 14.135
H 7.473 10.416 15.157
H 7.413 10.480 13.349
H 10.074 10.879 15.735
C 9.389 18.682 14.833
C 8.146 17.802 14.640
C 7.344 18.428 13.448
C 6.333 17.402 12.889
C 6.937 16.049 12.559
C 7.610 15.426 13.781
N 8.554 16.512 14.113
O 9.470 15.960 15.102
C 6.654 14.989 14.819
C 8.499 14.269 13.367
C 7.310 17.671 15.899
H 10.025 18.451 13.977
H 9.904 18.540 15.756
H 9.073 19.705 14.708
H 6.880 19.384 13.754
H 8.079 18.709 12.630
H 5.736 17.707 12.014
H 5.541 17.484 13.715
H 7.719 16.082 11.722
H 6.149 15.352 12.243
H 5.823 15.668 15.063
H 6.174 14.095 14.435
H 7.173 14.866 15.806
H 8.931 13.818 14.240
H 7.864 13.574 12.891
H 9.257 14.692 12.721
H 6.326 17.319 15.650
H 7.227 18.603 16.455
H 7.483 16.829 16.632
H 10.316 15.828 14.634
C 13.293 14.809 16.545
C 14.233 16.034 16.647
C 14.469 16.557 18.071
C 15.565 17.596 18.066
C 16.877 16.854 17.680
C 16.797 16.444 16.223
N 15.534 15.572 16.022
O 15.261 15.392 14.621
C 16.947 17.616 15.272
C 17.948 15.535 15.827
C 13.480 17.061 15.808
H 12.920 14.660 15.555
H 12.440 14.976 17.222
H 13.764 13.830 16.804
H 13.484 16.947 18.309
H 14.730 15.790 18.829
H 15.747 17.958 19.034
H 15.383 18.465 17.398
H 16.962 16.085 18.415
H 17.775 17.485 17.821
H 17.574 17.353 14.374
H 16.011 18.076 14.912
H 17.513 18.439 15.771
H 18.051 14.608 16.410
H 17.972 15.288 14.781
H 18.911 16.052 16.066
H 12.496 17.130 16.368
H 13.288 16.642 14.833
H 13.934 18.000 15.643
H 15.021 16.158 14.184
C 18.300 10.052 15.609
C 17.676 10.959 14.578
C 17.501 10.314 13.183
C 16.298 9.441 13.028
C 15.041 9.906 13.739
C 15.243 10.408 15.258
N 16.345 11.480 15.056
O 16.606 12.089 16.316
C 13.944 11.117 15.707
C 15.547 9.321 16.399
C 18.639 12.106 14.525
H 18.006 9.010 15.435
H 18.089 10.315 16.592
H 19.347 10.060 15.372
H 17.571 11.135 12.392
H 18.515 9.902 13.003
H 16.592 8.490 13.550
H 16.144 9.240 11.979
H 14.308 9.087 13.763
H 14.679 10.873 13.318
H 13.049 10.541 15.880
H 14.143 11.665 16.660
H 13.571 11.832 14.962
H 14.847 9.469 17.213
H 15.441 8.300 15.970
H 16.554 9.300 16.817
H 19.033 12.434 15.505
H 18.158 12.993 14.138
H 19.461 11.912 13.860
H 16.336 12.998 16.289
C 12.850 18.568 13.058
C 12.620 17.775 11.743
C 11.813 18.683 10.779
C 12.723 19.800 10.263
C 13.924 19.310 9.539
C 14.845 18.378 10.380
N 13.894 17.410 11.058
O 14.661 16.744 12.039
C 15.665 17.449 9.450
C 15.796 19.219 11.320
C 11.815 16.495 12.136
H 12.823 19.664 12.957
H 13.857 18.261 13.423
H 12.082 18.339 13.832
H 11.401 18.134 9.956
H 10.950 19.123 11.301
H 13.158 20.403 11.098
H 12.188 20.506 9.595
H 14.466 20.181 9.181
H 13.673 18.756 8.664
H 14.959 16.969 8.793
H 16.345 18.031 8.867
H 16.216 16.684 10.030
H 15.255 20.157 11.697
H 16.225 18.595 12.115
H 16.693 19.556 10.740
H 11.647 15.866 11.237
H 10.829 16.810 12.500
H 12.279 15.878 12.869
H 14.685 15.801 11.879
*
```

Löwdin population analysis, charges in e, atoms 1 to 6: Cd 1.36; C -0.45; O 0.06; O -0.89; O 0.28; C -0.05